ORCA calculation (wB97M-V/def2-TZVPD) on C26H47Br15O15S3 as an isolated structure at a distorted geometry.

As for the electronic energy: -41952.188657 a.u. The value obtained for the relative energy (zero: lowest compared OMol25 entry of this formula, charge and spin) is 0.000 eV. As for the HOMO-LUMO gap: 9.222 eV. Its largest force on an atom is 2.17 eV/Å.

Geometry (Å):
O -0.36186 0.09353 3.00554
C -0.26663 0.10110 1.81714
O -0.85228 1.11709 1.10689
C -0.75079 0.89547 -0.29673
C 0.38237 -0.10379 -0.47498
C 0.46580 -0.80872 0.86018
H -0.59883 1.81979 -0.85766
H -1.63962 0.49446 -0.79359
H 1.32540 0.36950 -0.75777
H 0.18905 -0.77103 -1.31366
H 1.45023 -1.02096 1.25567
H -0.08613 -1.74013 0.70234
O 4.08117 -2.27821 3.29762
C 3.41460 -2.44180 4.28743
O 3.93946 -2.59639 5.50758
C 2.92594 -2.69133 6.52112
C 1.62298 -2.26550 5.84836
C 1.89813 -2.37207 4.35598
H 3.26605 -2.05381 7.33858
H 2.88792 -3.69713 6.94552
H 1.31749 -1.25445 6.10832
H 0.83494 -2.94071 6.18163
H 1.51535 -1.50899 3.82810
H 1.49948 -3.28917 3.91803
O 4.37376 2.88196 -1.28682
C 4.09843 2.18243 -2.21011
O 5.04966 1.59758 -2.99738
C 4.38238 0.96403 -4.13680
C 2.93215 0.74458 -3.73911
C 2.70034 1.88056 -2.72478
H 4.97039 0.05947 -4.29256
H 4.56679 1.61687 -4.99123
H 2.85254 -0.20558 -3.21438
H 2.26989 0.91021 -4.58447
H 1.99540 1.65328 -1.93540
H 2.39116 2.77979 -3.26167
O -1.40293 1.53829 8.54020
S -1.80740 0.91526 7.32811
O -1.79176 -0.52251 7.19799
O -3.27653 1.52046 6.95727
C -3.91626 0.90772 5.84648
C -4.78789 -0.27561 6.22122
C -0.86105 1.63484 5.93510
H -3.22236 0.61971 5.04632
H -4.49644 1.68043 5.33612
H -5.45063 -0.50192 5.38426
H -5.47157 0.06909 7.00225
H -4.21972 -1.12960 6.57648
H -0.78476 2.70078 6.13742
H -1.20855 1.47663 4.91894
H 0.11068 1.15721 6.05680
O -1.07270 5.13362 -4.05079
S -0.01067 4.45465 -3.35597
O -0.21789 3.27698 -2.54099
O 1.20208 4.03285 -4.39228
C 0.83381 3.88298 -5.77822
C 0.17765 2.52852 -6.03781
C 0.95806 5.62082 -2.36545
H 1.76838 3.91468 -6.33545
H 0.13739 4.68712 -6.01967
H 0.10519 2.40128 -7.12037
H -0.80323 2.45196 -5.57348
H 0.83033 1.72517 -5.69418
H 0.25323 6.05089 -1.65622
H 1.36205 6.39728 -3.00707
H 1.69106 4.98885 -1.87905
O -1.05805 -0.66912 -3.36265
S -1.37292 -1.08762 -4.71526
O -1.61457 -0.10155 -5.73825
O -0.27783 -2.14846 -5.29975
C 0.53059 -2.90935 -4.38715
C 0.41407 -4.40609 -4.67966
C -2.75744 -2.27247 -4.68286
H 0.32389 -2.73656 -3.32572
H 1.53099 -2.48445 -4.48021
H 1.24826 -4.68963 -5.32348
H -0.50217 -4.71229 -5.18370
H 0.47451 -5.03533 -3.79344
H -3.62745 -1.75360 -4.29389
H -2.42424 -3.01828 -3.95882
H -2.78594 -2.73379 -5.66278
C 0.09205 3.98942 1.77784
Br 0.58385 4.89942 3.46696
Br 1.63568 3.91596 0.53455
Br -1.40832 4.94190 0.95420
H -0.15268 2.96920 2.03811
C 4.73957 -2.59158 0.16801
Br 2.83228 -3.01207 0.22492
Br 5.02295 -1.30547 -1.29756
Br 5.86514 -4.16988 -0.01544
H 4.98003 -2.08877 1.09559
C -0.49585 -6.25698 -0.52492
Br 1.03161 -6.90533 -1.48074
Br -1.85928 -5.53918 -1.78793
Br 0.00503 -4.77761 0.64304
H -0.99754 -7.02612 0.04386
C -3.62083 -2.74736 0.82337
Br -3.59838 -1.74191 -0.86633
Br -5.30091 -3.66737 1.07472
Br -3.19477 -1.64644 2.37517
H -2.84235 -3.49768 0.78960
C -5.46303 3.08149 0.36648
Br -6.68237 2.74122 -1.14040
Br -5.16021 4.99259 0.63914
Br -3.78466 2.12759 0.11209
H -5.99935 2.61321 1.17840